Entry 1:
One molecule with the formula C4H5NS at a distorted geometry. Source: the OMol25 dataset; level of theory: ωB97M-V/def2-TZVPD.

Geometry as XYZ:
```
11
C4H5NS ωB97M-V/def2-TZVPD
C -3.1068 0.5118 -0.2987
C -1.0515 0.1552 0.7717
C -1.7481 0.3756 -0.3038
C 0.5041 0.0147 0.8244
N -4.2477 0.6338 -0.3262
S 1.2204 1.2979 -0.3181
H -1.5516 0.1574 1.7002
H -1.0550 0.4716 -1.2627
H 0.8809 -1.0210 0.7391
H 0.8710 0.3190 1.8514
H 0.3089 0.9174 -1.3488
```

Summary:
HOMO level (alpha / beta) (eV): -6.45 / -9.70
Spin multiplicity: 3
Net charge: 0
Frontier orbital gap (alpha / beta) (eV): 7.02 / 6.22

Atomic partial charges in e from the natural (NBO) method, atoms 1 to 5: number 1, C, carries 0.182; number 2, C, carries -0.126; number 3, C, carries -0.221; number 4, C, carries -0.568; number 5, N, carries -0.239



Entry 2:
One molecule with the formula C4H5NS2 at a distorted geometry. Source: the OMol25 dataset; level of theory: ωB97M-V/def2-TZVPD.

Geometry as XYZ:
```
12
C4H5NS2 ωB97M-V/def2-TZVPD
N 2.0143 0.3904 -1.6966
C 1.4271 0.7615 -0.7557
C 0.6889 1.1780 0.4266
C -0.2304 0.0269 1.0541
S -1.7442 -0.2692 0.2474
C -1.2914 -1.3991 -1.0062
S -0.1229 -2.5810 -1.0371
H 1.4704 1.5664 1.1149
H 0.0271 2.0425 0.2354
H 0.3007 -0.8977 1.2030
H -0.5410 0.4751 2.0408
H -1.9986 -1.2938 -1.8266
```

Summary:
Structure (SMILES): N#CCCSC=S
HOMO level (eV): -9.01
Net charge: 0
Frontier orbital gap (eV): 8.36

Atomic partial charges in e from the natural (NBO) method, atoms 1 to 5: number 1, N, carries -0.308; number 2, C, carries 0.273; number 3, C, carries -0.521; number 4, C, carries -0.569; number 5, S, carries 0.349



Entry 3:
One molecule with the formula C4H5NS3 at a distorted geometry. Source: the OMol25 dataset; level of theory: ωB97M-V/def2-TZVPD.

Geometry as XYZ:
```
13
C4H5NS3 ωB97M-V/def2-TZVPD
S -2.8836 -0.5824 0.0135
C -1.5127 -1.2668 -0.4560
C -0.1800 -0.7873 -0.2373
N 0.7565 -1.5601 -0.6261
S 2.2583 -0.7834 -0.4249
C 1.6420 0.6196 0.6170
C 0.1436 0.5378 0.4150
S -0.4395 1.9142 -0.7143
H -1.5322 -2.2578 -0.8902
H 1.8876 0.5297 1.6717
H 1.9591 1.5751 0.2417
H -0.4648 0.6827 1.3325
H -1.6344 1.3788 -0.9426
```

Summary:
Structure (SMILES): S=CC1=NSC[C@H]1S
HOMO level (eV): -8.94
Net charge: 0
Frontier orbital gap (eV): 7.61

Atomic partial charges in e from the natural (NBO) method, atoms 1 to 5: number 1, S, carries 0.072; number 2, C, carries -0.299; number 3, C, carries 0.122; number 4, N, carries -0.450; number 5, S, carries 0.438



Entry 4:
An isolated ion of composition C4H5O and charge +1 at a distorted geometry. Source: the OMol25 dataset; level of theory: ωB97M-V/def2-TZVPD.

Geometry as XYZ:
```
10
C4H5O ωB97M-V/def2-TZVPD
C -0.7744 1.2437 0.3486
C 0.0303 0.9380 -0.5741
C -0.5898 -1.1311 1.1715
C 0.7522 -0.4048 -0.7016
O 0.2124 -1.4122 0.2683
H -1.1170 2.0003 1.1346
H 0.2298 1.3917 -1.5554
H -1.1236 -1.5137 2.0346
H 0.5197 -0.9294 -1.6157
H 1.8604 -0.1826 -0.5108
```

Summary:
HOMO level (alpha / beta) (eV): -14.44 / -14.45
Net charge: +1
Frontier orbital gap (alpha / beta) (eV): 8.97 / 8.98

Atomic partial charges in e from the natural (NBO) method, atoms 1 to 5: number 1, C, carries 0.000; number 2, C, carries -0.354; number 3, C, carries 0.402; number 4, C, carries -0.071; number 5, O, carries -0.361



Entry 5:
A 2-piece molecular cluster, C4H5O2 overall at a distorted geometry. Source: the OMol25 dataset; level of theory: ωB97M-V/def2-TZVPD.

Geometry as XYZ:
```
11
C4H5O2 ωB97M-V/def2-TZVPD
C -0.4081 2.7645 5.5868
C -0.6496 2.0414 4.6437
H -0.1936 3.4066 6.4244
H -0.8641 1.3993 3.8060
O -1.5525 -1.5347 -1.3461
O -1.6012 -0.8855 0.8341
C -1.3355 -0.7401 -0.3906
C -0.6855 0.6162 -0.7799
H -1.4875 1.3369 -1.0124
H -0.0789 1.0198 0.0482
H -0.0408 0.5087 -1.6684
```

Summary:
HOMO level (eV): -3.84
Net charge: -1
Frontier orbital gap (eV): 7.06

Atomic partial charges in e from the natural (NBO) method, atoms 1 to 5: number 1, C, carries -0.292; number 2, C, carries -0.206; number 3, H, carries 0.229; number 4, H, carries 0.268; number 5, O, carries -0.793



Entry 6:
A 2-piece molecular cluster, C4H5O2P overall at a distorted geometry. Source: the OMol25 dataset; level of theory: ωB97M-V/def2-TZVPD.

Geometry as XYZ:
```
12
C4H5O2P ωB97M-V/def2-TZVPD
H -2.5073 1.5831 -0.9118
P -2.3010 0.4839 -0.0488
C -0.8962 -0.1660 -0.6927
C -0.2543 -1.2522 0.0513
O 0.5775 -2.0580 -0.3315
O -0.7583 -1.3566 1.3129
H -0.1712 0.2783 -1.2976
H -0.5355 -2.2342 1.6323
C 1.5274 0.7113 0.5050
C 1.9234 1.4462 -0.3602
H 1.1092 0.5024 1.3527
H 2.2862 2.0619 -1.2117
```

Summary:
Structure (SMILES): [H]/P=C/C(=O)O.C#C
HOMO level (eV): -10.02
Net charge: 0
Frontier orbital gap (eV): 9.12

Atomic partial charges in e from the natural (NBO) method, atoms 1 to 5: number 1, H, carries -0.064; number 2, P, carries 0.561; number 3, C, carries -0.703; number 4, C, carries 0.734; number 5, O, carries -0.574



Entry 7:
C4H5O2S as an isolated structure at a distorted geometry. Source: the OMol25 dataset; level of theory: ωB97M-V/def2-TZVPD.

Geometry as XYZ:
```
12
C4H5O2S ωB97M-V/def2-TZVPD
C -2.4761 0.8155 0.0530
C -0.5445 0.3826 -0.3952
C 0.3947 -0.6766 0.1293
C 1.8827 -0.3415 0.3490
O -3.0395 1.1737 -0.9331
O -2.6559 0.4113 1.1686
S -0.2907 -0.9143 -1.5814
H 0.0145 1.4160 -0.5990
H 0.0871 -1.4585 0.7515
H 1.9424 0.4125 1.0742
H 2.2781 0.0478 -0.5937
H 2.4072 -1.2687 0.5767
```

Summary:
HOMO level (eV): -2.99
Net charge: -1
Frontier orbital gap (eV): 6.65

Atomic partial charges in e from the natural (NBO) method, atoms 1 to 5: number 1, C, carries 0.932; number 2, C, carries -0.569; number 3, C, carries -0.287; number 4, C, carries -0.626; number 5, O, carries -0.692



Entry 8:
A 2-piece molecular cluster, C4H5O2S overall at a distorted geometry. Source: the OMol25 dataset; level of theory: ωB97M-V/def2-TZVPD.

Geometry as XYZ:
```
12
C4H5O2S ωB97M-V/def2-TZVPD
C 2.0438 -2.3787 -0.3928
C 1.2733 -1.4702 -0.3359
C 0.2566 1.2739 0.2721
C -0.4631 0.2186 -0.3762
O -2.0443 -0.0735 1.7157
O -2.7343 0.5982 -0.6267
S -2.0533 -0.4198 0.2890
H 2.8714 -3.1005 -0.3102
H 1.1094 1.3828 -0.3795
H -0.2288 2.2908 0.2169
H 0.5161 1.2384 1.3315
H -0.5468 0.4400 -1.4038
```

Summary:
HOMO level (alpha / beta) (eV): -4.15 / -4.15
Net charge: -1
Frontier orbital gap (alpha / beta) (eV): 7.81 / 7.81

Atomic partial charges in e from the natural (NBO) method, atoms 1 to 5: number 1, C, carries -0.537; number 2, C, carries -0.184; number 3, C, carries -0.726; number 4, C, carries -0.083; number 5, O, carries -1.026



Entry 9:
An isolated ion of composition C4H5O2S and charge -1 at a distorted geometry. Source: the OMol25 dataset; level of theory: ωB97M-V/def2-TZVPD.

Geometry as XYZ:
```
12
C4H5O2S ωB97M-V/def2-TZVPD
C -1.1566 -0.3663 1.5014
C -0.1320 -0.4291 0.4090
C -0.4582 -0.4771 -0.8800
S 0.6420 -0.4549 -2.2199
C 1.8504 1.0569 -1.3351
O 1.3204 2.0982 -1.5423
O 2.7849 0.5408 -0.8125
H -2.1557 -0.2461 1.0815
H -1.1459 -1.2766 2.1070
H -0.9528 0.4770 2.1609
H 0.9035 -0.3919 0.7136
H -1.4999 -0.5308 -1.1836
```

Summary:
Structure (SMILES): C/C=C/SC(=O)[O-]
HOMO level (eV): -3.26
Net charge: -1
Frontier orbital gap (eV): 7.10

Atomic partial charges in e from the natural (NBO) method, atoms 1 to 5: number 1, C, carries -0.622; number 2, C, carries -0.274; number 3, C, carries -0.334; number 4, S, carries -0.242; number 5, C, carries 0.868



Entry 10:
C4H5O2Sr as an isolated structure at a distorted geometry. Source: the OMol25 dataset; level of theory: ωB97M-V/def2-TZVPD.

Geometry as XYZ:
```
12
C4H5O2Sr ωB97M-V/def2-TZVPD
H -0.8900 0.3985 -1.7906
O -3.2196 -0.3856 0.6952
C -2.0686 0.1178 0.1374
C -1.6791 -0.3472 -1.1685
C -0.7301 -0.8611 -0.0831
C 0.5671 -0.2328 -0.0579
O 0.7957 0.6024 -1.0310
Sr 3.1141 0.0302 0.1472
H -3.9222 0.2699 0.6459
H -1.7665 1.1196 0.4581
H -2.3084 -1.1027 -1.6413
H -0.7680 -1.9123 0.1991
```

Summary:
HOMO level (eV): -11.34
Net charge: +1
Frontier orbital gap (eV): 5.92

Atomic partial charges in e from the natural (NBO) method, atoms 1 to 5: number 1, H, carries 0.268; number 2, O, carries -0.696; number 3, C, carries 0.186; number 4, C, carries -0.469; number 5, C, carries -0.435



| no. | E_tot (Ha) |
| --- | --- |
| 1 | -608.1393 |
| 2 | -1006.5028 |
| 3 | -1404.6896 |
| 4 | -230.1470 |
| 5 | -305.8738 |
| 6 | -647.1067 |
| 7 | -704.0854 |
| 8 | -703.9263 |
| 9 | -704.1370 |
| 10 | -336.2509 |